Entry 1:
A molecular structure, C5H7N3O in a non-equilibrium geometry. Source: the Open Molecules 2025 dataset; level of theory: ωB97M-V with the def2-TZVPD basis set.

Values from the calculation:
HOMO level: -8.39 eV
E: -11813.869 eV
ΔE to the lowest compared entry with this formula, charge and spin: 58.1 kcal per mole
max |F|: 3.74 eV Å⁻¹
Kohn-Sham gap: 0.3218 Eh

Cartesian coordinates (Å):
C 1.409 -1.397 -0.637
N 0.851 0.977 0.028
C 0.772 0.666 1.394
C 0.402 -0.325 -0.327
N -1.832 0.453 -0.933
C -0.936 -0.504 -0.591
C -0.552 1.363 2.070
O 1.577 0.140 2.137
N -1.351 2.055 2.557
H 0.193 1.706 -0.224
H -1.469 1.280 -1.395
H -2.741 0.122 -1.244
H -1.329 -1.516 -0.671
H 1.049 -2.379 -0.318
H 1.599 -1.431 -1.715
H 2.359 -1.209 -0.132

Cartesian forces, eV/Å:
C 0.0931 -0.0618 0.4747
N 0.9649 0.3407 0.3691
C -0.2658 1.7173 3.3138
C -2.4550 -1.4121 -1.6746
N -0.7127 0.7460 0.1057
C 1.7721 -1.1534 -0.2431
C 0.7844 -0.0446 -0.1845
O -1.5080 0.7096 -1.8340
N 1.0545 -1.0964 -0.7469
H 0.0889 -0.0451 0.1921
H -0.4504 -0.2268 0.1307
H 0.4719 0.4333 0.1410
H 0.2789 -0.0200 -0.1183
H 0.0034 0.0984 -0.0891
H 0.0261 0.0176 0.1391
H -0.1463 -0.0029 0.0244


Entry 2:
A single C5H7N3O molecule in a non-equilibrium geometry. Source: the Open Molecules 2025 dataset; level of theory: ωB97M-V with the def2-TZVPD basis set.

Values from the calculation:
HOMO level: -8.77 eV
E: -11813.793 eV
ΔE to the lowest compared entry with this formula, charge and spin: 59.9 kcal per mole
max |F|: 13.93 eV Å⁻¹
SMILES string: CC(=O)Nc1ncc[nH]1
Kohn-Sham gap: 0.3454 Eh

Cartesian coordinates (Å):
C -1.709 -0.894 2.366
C -0.701 -0.044 1.573
O -0.067 0.834 2.027
N -0.567 -0.508 0.258
C 0.306 0.216 -0.670
N 0.064 1.406 -1.093
C 1.023 1.680 -2.052
C 1.761 0.543 -2.196
N 1.318 -0.397 -1.346
H -1.907 -2.143 2.016
H -2.668 -0.525 2.239
H -1.331 -0.716 3.351
H -0.957 -1.355 -0.189
H 1.097 2.448 -2.489
H 2.616 0.545 -2.770
H 1.721 -1.089 -1.025

Cartesian forces, eV/Å:
C 1.3072 -3.1734 -1.3065
C -1.7823 -3.9100 -1.9402
O 0.9884 1.7809 0.8610
N 1.8988 0.7747 -1.9907
C -2.1778 -0.8004 1.0796
N -0.3285 0.9925 0.0033
C -1.3954 -12.1406 6.6949
C 0.0905 2.0864 -0.5819
N -5.3698 8.1014 -2.5421
H 1.2882 3.7889 1.1580
H -1.8731 1.1046 -0.0356
H -0.3770 -0.7041 0.9486
H -0.0444 0.9000 1.2901
H 0.9015 10.7752 -5.9905
H 1.7261 -0.9253 -1.1149
H 5.1477 -8.6508 3.4668


Please write out number 2 again, unchanged.
A single C5H7N3O molecule in a non-equilibrium geometry. Source: the Open Molecules 2025 dataset; level of theory: ωB97M-V with the def2-TZVPD basis set.

Values from the calculation:
HOMO level: -8.77 eV
E: -11813.793 eV
ΔE to the lowest compared entry with this formula, charge and spin: 59.9 kcal per mole
max |F|: 13.93 eV Å⁻¹
SMILES string: CC(=O)Nc1ncc[nH]1
Kohn-Sham gap: 0.3454 Eh

Cartesian coordinates (Å):
C -1.709 -0.894 2.366
C -0.701 -0.044 1.573
O -0.067 0.834 2.027
N -0.567 -0.508 0.258
C 0.306 0.216 -0.670
N 0.064 1.406 -1.093
C 1.023 1.680 -2.052
C 1.761 0.543 -2.196
N 1.318 -0.397 -1.346
H -1.907 -2.143 2.016
H -2.668 -0.525 2.239
H -1.331 -0.716 3.351
H -0.957 -1.355 -0.189
H 1.097 2.448 -2.489
H 2.616 0.545 -2.770
H 1.721 -1.089 -1.025

Cartesian forces, eV/Å:
C 1.3072 -3.1734 -1.3065
C -1.7823 -3.9100 -1.9402
O 0.9884 1.7809 0.8610
N 1.8988 0.7747 -1.9907
C -2.1778 -0.8004 1.0796
N -0.3285 0.9925 0.0033
C -1.3954 -12.1406 6.6949
C 0.0905 2.0864 -0.5819
N -5.3698 8.1014 -2.5421
H 1.2882 3.7889 1.1580
H -1.8731 1.1046 -0.0356
H -0.3770 -0.7041 0.9486
H -0.0444 0.9000 1.2901
H 0.9015 10.7752 -5.9905
H 1.7261 -0.9253 -1.1149
H 5.1477 -8.6508 3.4668